The following is a quantum chemistry calculation of a 11-piece molecular cluster, C2H29IN2O10P2 overall at a distorted geometry, from OMol25.

Geometry as XYZ:
```
46
Properties=species:S:1:pos:R:3:forces:R:3:lowdin_charge:R:1
N 1.712359 -4.067854 0.481732 1.0 6.0 -0.1 0.028
C 1.922778 -2.683327 0.446634 -1.8 -4.8 1.2 -0.197
C 1.155377 -1.789158 1.587798 2.1 -0.5 0.4 -0.434
P 0.002771 -0.424888 0.911750 -0.6 0.0 -0.5 0.264
I 1.564779 1.378107 1.682286 1.1 1.6 0.5 0.494
P -1.563276 -1.853053 0.364301 -1.3 -2.1 2.4 0.530
N -2.090421 -2.515628 1.777687 1.0 1.2 -0.5 -0.418
H 1.055975 -4.313970 1.260755 0.5 0.6 -0.8 0.031
H 2.663735 -2.245049 -0.351528 -1.7 -0.7 1.8 0.129
H 2.005575 -1.240880 2.209652 -1.9 -1.1 -1.4 0.033
H 0.566530 -2.472402 2.334994 1.0 1.2 -1.8 0.085
H -0.956069 0.150294 1.864652 0.8 -0.6 -0.7 -0.043
H 0.056833 0.127726 -0.438153 0.3 -0.4 1.0 -0.046
H -2.659594 -1.195297 -0.342560 1.1 -0.5 -0.1 -0.028
H -0.971938 -2.915633 -0.407286 -0.6 0.8 -0.4 -0.030
H -1.573384 -2.068729 2.584904 -0.9 -0.5 -1.1 -0.075
O -0.507684 4.469515 2.467532 0.0 -0.1 0.3 -0.092
H -0.124669 3.581807 2.402429 -0.1 0.0 0.0 -0.077
H -0.746430 4.553313 3.402929 0.1 0.0 -0.4 0.045
O 0.245251 0.409806 -2.818391 0.1 0.2 -0.3 -0.079
H 0.612092 -0.298573 -3.368474 -0.1 -0.1 0.1 0.006
H 0.463875 1.219718 -3.303403 -0.1 -0.2 0.3 0.050
O 2.208730 5.251658 1.054105 -0.1 -0.2 0.1 -0.095
H 1.251050 5.191355 0.919282 0.2 0.0 0.2 0.014
H 2.361437 4.756120 1.872709 -0.1 0.2 -0.3 0.010
O -0.747177 -0.978939 -5.338806 -0.4 0.3 -0.4 -0.062
H -1.063569 -0.853158 -6.246021 0.1 -0.1 0.3 0.050
H -1.368037 -0.464770 -4.801077 0.2 -0.2 0.0 0.046
O 0.846719 -2.725914 -3.798584 0.0 -0.5 0.1 -0.076
H 1.031595 -3.519231 -3.273766 0.0 0.3 -0.1 0.041
H 0.342903 -3.058866 -4.556411 0.1 0.4 0.2 0.032
O -1.691270 0.935556 3.560335 0.0 -0.3 0.2 -0.109
H -2.648950 0.875254 3.425513 0.1 0.2 0.2 0.019
H -1.538563 0.440018 4.378939 0.0 0.2 -0.3 0.060
O -4.991270 -1.173267 -1.283782 -0.3 -0.2 0.3 -0.092
H -5.948950 -1.233569 -1.418605 0.3 0.0 0.0 0.040
H -4.838563 -1.668805 -0.465178 -0.1 0.1 -0.2 0.020
O 4.963468 0.879321 0.018492 -0.2 0.2 0.0 -0.107
H 4.647075 1.005102 -0.888724 0.0 -0.1 0.1 -0.016
H 4.342607 1.393490 0.556221 0.2 -0.2 -0.1 -0.051
O -4.336532 2.109321 3.835992 -0.5 0.2 -0.3 -0.056
H -4.652925 2.235102 2.928776 0.1 0.0 0.3 0.053
H -4.957393 2.623490 4.373721 0.3 -0.2 -0.1 0.052
O 4.487293 0.902638 -2.885066 0.2 -0.2 -0.5 -0.055
H 4.038197 0.518862 -3.653176 0.1 0.1 0.4 0.050
H 5.427660 0.753389 -3.065130 -0.2 0.1 0.1 0.058
```
Positions in Å, forces in eV/Å.

Calculated values
SMILES: [H]/N=C\C[PH2](I)[PH2]=N.O.O.O.O.O.O.O.O.O.O
Kohn-Sham gap: 8.38 eV
molar mass: 430.11 g mol⁻¹
total charge: 0